# 1
14
Properties=species:S:1:pos:R:3:forces:R:3:mulliken_charge:R:1 method="wB97M-V/def2-TZVPD" multiplicity=1 de_lowest_kcal_mol=127.2 e_homo_ev="-7.20 / -6.86" charge=0 orbital_gap_ha="0.2954 / 0.2826"
H 1.9513 -0.3404 -2.3400 -0.1068 -0.4402 0.2383 0.239
C 0.8663 0.9930 1.4511 -1.6818 -1.8414 1.9441 -0.912
C 0.3531 -0.0042 0.3945 -1.7316 0.7538 2.8912 0.476
H 1.5930 0.4657 2.1815 -1.2910 0.7937 -0.8312 0.228
H 1.4337 1.7076 0.9373 0.7757 1.1472 -0.6711 0.382
H 0.4311 -1.4186 -2.0036 0.6679 0.4648 0.6163 0.210
O -0.8163 -0.7899 0.6273 3.6051 0.2194 -0.4244 -0.317
H -1.8576 -0.7945 -1.1745 -0.0768 -0.0314 -0.4292 0.233
O 1.1585 -0.0884 -0.5700 -0.1447 0.4393 0.5350 -0.219
H -2.7332 -0.8009 0.3869 -0.9633 0.2428 -0.1204 0.198
H 0.0137 1.5280 2.0366 1.5127 -1.1462 -0.9857 0.252
C 1.2900 -0.8244 -1.6183 -0.3573 -1.3650 -2.8168 -0.509
C -1.9147 -0.3999 -0.1731 1.2590 2.7094 0.6810 -0.564
H -1.7691 0.7669 -0.1357 -1.4672 -1.9461 -0.6270 0.305



# 2
57
Properties=species:S:1:pos:R:3:forces:R:3:mulliken_charge:R:1 method="wB97M-V/def2-TZVPD" multiplicity=1 de_lowest_kcal_mol=0.0 e_homo_ev=-13.69 charge=+2 orbital_gap_ha=0.2927
H -0.5787 0.8000 -5.3093 -0.0152 -0.0048 -0.0046 0.422
C -2.5707 0.1714 -4.8122 -0.0056 0.0023 0.0154 -0.492
C -1.0257 -5.0284 -0.5754 0.0151 -0.0003 -0.0087 -0.670
O 0.4925 1.3754 3.0004 -0.0047 -0.0110 0.0731 -0.721
H -4.4548 -0.5315 -4.0552 0.0140 -0.0064 -0.0087 0.429
Tl 0.9833 1.3226 0.6395 0.3212 0.3570 -0.1537 1.998
N -2.9966 1.5127 2.9633 0.0625 0.0737 0.0941 0.069
C -0.7230 1.4055 2.8213 0.0011 -0.0534 0.1452 0.356
H 3.7822 5.4357 -1.4498 0.0012 -0.0116 0.0176 0.479
C 3.6339 2.4285 0.3682 0.2924 0.1410 -0.0188 0.138
H 1.3697 4.4462 -1.1035 0.0170 -0.0153 -0.0125 0.426
C 4.0058 1.2236 1.1354 -0.0900 0.0922 -0.0694 1.246
C 4.5080 -1.0626 2.5647 0.0464 -0.0336 0.0293 -0.848
H -3.0341 1.1089 -0.2508 -0.0288 0.0105 -0.0416 0.132
C -2.5936 1.3356 1.7076 -0.0819 0.0302 -0.0274 0.345
H -4.6193 2.8380 3.2672 0.0222 0.0066 -0.0104 0.344
H 0.2027 -6.4618 -1.5817 0.0002 0.0088 -0.0060 0.425
C 2.2810 3.9979 -0.7398 0.1777 -0.0744 0.0996 -1.013
C -2.8842 -0.7487 -2.6150 -0.0346 -0.0232 -0.0252 -0.228
C -1.5284 -0.5560 -2.3806 0.0473 0.0975 -0.0304 0.511
S 4.7554 3.5919 -0.2104 0.0958 -0.0316 0.0094 -0.165
H -3.5215 -1.2026 -1.8620 0.0300 0.0190 -0.0139 0.475
H -2.9795 0.4587 -5.7715 0.0043 -0.0073 0.0034 0.424
H 4.6671 -1.9725 3.1250 0.0060 0.0145 -0.0027 0.416
H 2.3951 -1.3733 2.3280 -0.0008 0.0152 -0.0219 0.525
H -1.7389 2.6058 4.2903 -0.0021 0.0257 -0.0026 0.348
C 3.5244 4.5283 -0.9254 -0.0135 0.0835 -0.0279 -0.326
H -1.8093 0.8613 4.6074 -0.0138 -0.0274 0.0123 0.377
H -4.4258 1.5489 4.4687 0.0017 -0.0027 0.0053 0.349
C 3.2452 -0.7356 2.1211 -0.0504 0.0948 -0.0745 -0.136
C -4.3561 1.7898 3.4114 0.0107 -0.0510 -0.0267 -1.034
H 1.5654 -4.7671 -2.7542 -0.0111 -0.0148 0.0093 0.418
N 3.0048 0.3765 1.4184 -0.0841 -0.1536 0.0470 -0.345
C -1.2876 -3.6797 -0.3734 0.0389 -0.0097 -0.0129 -0.213
H 6.5564 -0.4150 2.6114 -0.0131 0.0075 0.0000 0.459
H -4.4079 1.3532 0.7740 0.0020 0.0186 -0.0277 0.216
C -0.5166 -2.7464 -1.0523 0.0234 -0.0363 -0.0015 0.354
H 0.3663 0.1519 -3.1080 -0.0161 -0.0064 -0.0016 0.426
S -0.9088 -1.0505 -0.8001 -0.0232 -0.0783 0.1907 0.427
C -1.2190 0.3650 -4.5537 -0.0105 0.0092 -0.0068 -0.796
C 2.3758 2.8004 0.0053 -0.6021 -0.2527 0.0362 -0.307
H -2.0762 -3.3632 0.2991 0.0189 -0.0033 -0.0117 0.418
C -3.4035 -0.3841 -3.8480 0.0123 0.0187 -0.0225 -0.717
N -1.2439 1.2445 1.5854 -0.0884 0.0118 -0.0862 -0.285
C 5.5516 -0.1941 2.2762 0.0262 0.0023 0.0008 -0.390
C 5.2994 0.9622 1.5596 0.0964 0.0189 0.0035 -0.931
C -0.6825 0.0016 -3.3274 -0.0518 0.0226 -0.0524 -0.187
H 1.1022 -2.3590 -2.4233 -0.0205 -0.0109 0.0151 0.358
C 0.7685 -4.4569 -2.0919 0.0170 -0.0108 -0.0095 -0.717
N -3.4128 1.2500 0.6708 0.0414 0.0098 0.0240 -0.277
H 6.0955 1.6600 1.3370 0.0003 -0.0219 -0.0044 0.410
O 0.4612 -0.3432 -0.6920 -0.1168 -0.1425 0.0816 -0.569
C -0.0021 -5.4104 -1.4300 -0.0158 0.0124 0.0229 -0.453
C -1.8231 1.6216 3.8264 -0.0607 -0.0358 -0.0815 -0.348
C 0.5133 -3.1103 -1.9121 -0.0123 -0.0608 -0.0211 -0.374
H -1.6145 -5.7750 -0.0600 0.0093 0.0050 -0.0148 0.420
H -5.0678 1.1543 2.8859 0.0150 -0.0178 0.0063 0.401



# 3
48
Properties=species:S:1:pos:R:3:forces:R:3:mulliken_charge:R:1 method="wB97M-V/def2-TZVPD" smiles="CC[C@@H]1CNCCN1c1ccc(=O)n(CCOc2ccccc2Cl)n1" multiplicity=1 de_lowest_kcal_mol=119.6 e_homo_ev=-7.89 charge=0 orbital_gap_ha=0.2988
C -1.5085 -2.4165 0.0710 1.2784 0.3349 1.0292 -0.697
H 2.4776 2.6146 -5.1360 0.4317 -0.9805 -0.5580 0.457
H 1.3636 2.6449 -0.4120 -0.5588 -0.1322 0.9147 0.347
C 0.8231 -3.8475 1.6882 -1.8796 -0.1115 1.6125 -0.582
C 1.8561 3.2591 -4.5860 -0.0380 3.1029 -0.9450 -0.513
H -0.2880 -2.9258 3.2500 -0.2159 0.5287 1.4593 0.645
H 2.9162 -3.5827 1.7151 0.2605 0.0151 -0.2869 0.427
H 0.5999 1.2901 4.4133 -0.5657 0.2553 -1.2330 0.372
O 0.6164 3.1466 2.4065 0.6573 -0.7844 0.0033 -0.701
C 0.3731 2.1528 -0.3121 -0.2577 0.5992 0.1461 -0.755
H -0.4878 4.0764 -0.2535 -0.7202 0.0859 -0.4339 0.246
H -2.0149 -1.5531 -0.3237 -0.1825 0.3221 -0.2609 0.524
H -2.6195 -3.7708 2.6374 0.5099 -0.3957 -0.2032 0.379
H 2.0241 -2.1470 1.2256 0.1169 1.0754 -0.9593 0.317
C -0.4791 -0.6834 1.6817 0.2350 0.3680 0.3092 0.268
H -3.4071 -3.0631 0.3299 0.5136 -2.0176 -0.0532 0.310
N -0.3529 0.1847 0.6979 0.0101 -1.0217 1.3639 -0.700
C 0.3651 5.0912 -3.0433 -0.3356 -1.3725 -0.7990 -0.511
N -2.0841 -4.7867 0.8567 0.0620 1.3328 2.0786 -0.344
C -1.7107 -4.2649 2.2300 0.4104 -0.4409 -0.1687 -1.226
C 0.7497 2.8522 -3.8923 0.7955 -2.2588 0.4792 0.412
C 1.2334 5.5177 -4.0513 -0.2850 3.5990 1.0797 -0.311
C 2.0102 -3.0030 1.8380 0.8990 0.9308 2.0477 -1.339
H 2.8278 5.0196 -5.4392 -0.0412 0.0808 0.1245 0.384
C -0.7675 3.1323 -0.7462 1.5527 -0.4740 -0.1839 -0.355
C 0.2662 1.0560 3.3741 0.5142 -2.7648 0.5285 -0.656
H -0.6703 -2.6257 -0.5494 0.9376 -0.0189 -0.8312 0.341
C 0.1580 3.6827 -2.9967 -2.1669 2.5371 1.9645 0.337
H 1.2285 6.6757 -4.1770 0.4735 -2.2007 -0.0860 0.225
H 0.6242 -4.1236 0.7057 -0.1821 -0.3354 -2.0250 0.362
C -0.1236 -0.2075 3.0815 -0.9149 -1.5395 0.6676 -0.072
H -0.3021 5.7742 -2.4499 0.9740 -0.8521 -0.6874 0.338
H -1.3727 -5.3939 0.4406 -0.2488 0.6432 0.1730 0.314
C 2.0745 4.6763 -4.7434 -0.5779 -2.2345 0.3304 -0.425
O -0.8825 3.2298 -2.2045 0.0185 -0.3793 0.8654 -0.432
H 0.4243 1.3421 -1.0120 -0.2343 -0.4308 -0.3033 0.401
H -1.7130 2.7113 -0.3931 0.0874 0.4057 -0.2358 0.350
H -1.4123 -5.1068 2.8970 -0.3974 0.4386 -0.5207 0.422
H -2.5166 -4.0519 -0.9711 -0.2645 0.7221 -0.0823 0.340
H 2.0517 -2.6184 2.8946 0.0561 -0.2652 -0.7574 0.237
C 0.4221 1.9274 2.2809 -0.9567 3.8826 -2.1315 0.579
N 0.0736 1.4759 0.9969 0.4947 -1.4361 -0.4634 0.531
C -2.4558 -3.6364 0.0399 -0.3801 1.1418 0.3827 -0.820
H 1.1460 -4.7642 2.1620 -0.8371 -0.6306 0.5820 0.378
N -0.9659 -2.0127 1.4219 -0.0658 -0.4125 1.1610 0.189
C -0.5369 -3.2318 2.2774 0.4261 -0.0802 -3.4849 -0.075
Cl 0.2301 1.1512 -3.9130 0.4360 0.7334 -0.0930 -0.176
H -0.2638 -0.8677 3.9922 0.1555 0.4350 -1.5158 0.258



# 4
117
Properties=species:S:1:pos:R:3:forces:R:3:mulliken_spin:R:1 method="wB97M-V/def2-TZVPD" multiplicity=2 s_squared=0.753 e_homo_ev="-0.28 / -4.90" charge=-1 orbital_gap_ha="0.0843 / 0.2519"
H 0.7242 11.5143 -25.8818 0.1243 -0.3509 0.2675 0.002
H 3.9472 8.8412 -29.3142 0.4490 -0.1834 0.3998 0.026
C 5.7530 9.6739 -25.8128 0.0223 0.9163 -1.2209 0.032
C 7.8993 9.2163 -32.1147 0.0597 1.0596 -0.1063 -0.002
C 0.9216 3.0339 -28.3436 0.8452 -0.2158 -1.3421 0.010
H 3.3535 6.9555 -22.0762 0.2533 0.0982 -0.1978 0.002
H 1.7267 5.9331 -29.8403 -0.3142 0.2156 -0.1526 0.007
C 5.5855 12.5479 -31.5660 1.0144 3.4012 0.0557 0.000
O 7.5536 5.6046 -32.1571 -0.6080 1.0174 -0.2419 -0.001
H 7.2082 10.0151 -32.3839 -0.5172 -0.2840 0.1359 0.000
C 3.9354 4.9043 -21.5527 0.1613 -0.1792 -0.2847 -0.004
O 1.8338 8.7109 -31.5434 -0.5580 0.7841 0.6829 0.005
C 2.7937 13.0914 -29.9826 -0.3758 -0.0928 -0.4059 -0.025
H 3.1720 4.3094 -23.4537 0.0851 -0.2404 -0.4417 -0.001
H -0.4547 9.0656 -21.2808 -0.6304 0.0822 0.1607 0.001
C 0.8264 5.4340 -29.4819 0.0432 -0.8713 1.4088 -0.007
H 6.2096 6.9326 -30.1617 0.1638 0.0979 -0.0430 -0.026
O 6.3703 13.0105 -32.3613 -0.6211 -0.9088 0.4559 0.000
H 6.1068 4.2056 -22.6994 0.2735 0.0949 0.0265 -0.001
C 6.4106 7.6684 -30.9403 -0.6491 -0.4150 -1.0246 0.033
H -0.1038 6.0653 -23.4757 -0.0781 0.2686 -0.6593 0.000
C 1.1715 4.5590 -28.2499 0.4649 -1.8976 -0.2188 0.052
C -0.9245 11.9276 -27.1181 -0.7042 0.1726 0.2902 0.011
H 4.7816 6.8117 -20.9896 0.0457 0.2380 -0.3147 0.006
H 1.4028 8.9723 -25.9445 -0.3957 0.6894 0.2354 0.084
C 2.3754 8.5288 -26.1578 -1.0309 -0.5178 -1.2018 -0.117
H 5.9712 11.8796 -24.2502 0.7181 -0.2527 -0.0083 -0.008
H -1.4759 8.1885 -22.4565 -0.3097 -0.2369 0.2620 0.001
C 3.3627 8.2995 -28.5706 -1.0201 0.6837 0.7123 -0.127
H 6.3583 9.3273 -24.9752 -0.1055 -0.2531 -0.1051 -0.013
H 8.4683 7.9918 -30.4455 -0.0192 0.1064 0.2587 0.004
C -0.1268 12.1953 -25.8662 0.4177 -1.2123 1.0763 0.013
C 1.8916 8.3451 -32.9150 -0.9172 -1.2280 -0.7749 -0.002
O 0.3072 4.9643 -27.2479 -1.4746 0.9292 1.6203 -0.028
C 6.2331 11.0442 -26.2705 -0.5112 -0.5612 -0.0402 -0.049
C 2.3525 6.9062 -32.9972 0.9085 0.1525 0.4166 0.002
H 0.3308 13.1477 -25.5986 -0.7305 0.3329 -0.2770 -0.005
C 2.9650 9.1812 -27.3704 0.1236 -3.5605 0.0599 0.514
H 5.4946 8.2078 -31.1817 -0.0560 0.2730 0.2959 0.001
O -0.3399 11.0121 -23.4282 -1.0554 0.1914 -0.2044 0.005
C -1.4893 10.4900 -27.0015 -0.3697 0.6533 0.2424 -0.011
C 4.2519 6.3848 -21.8412 0.3905 -0.4004 -0.6319 0.048
O 5.6254 6.6123 -33.3291 -0.6593 0.3933 -0.3276 -0.002
C 0.4114 7.1650 -21.7876 -1.1657 2.3976 -1.7737 0.005
H 2.1727 4.8001 -27.8925 0.2136 -0.3146 -0.1593 0.007
H 0.4475 9.2827 -34.1220 -0.6180 0.2084 0.0961 0.000
C 0.5540 8.9408 -31.1163 -1.3377 0.5646 -0.0235 0.012
H 2.4776 8.0359 -29.1495 -0.4958 -0.2683 -0.1671 0.069
S 5.3623 6.3542 -23.3511 0.5691 -1.0136 0.5905 -0.099
O -0.0894 6.3550 -28.8914 -0.5871 0.3321 -0.3772 -0.008
H 1.5355 6.2139 -32.7942 0.0495 -0.0062 0.1658 0.001
H 2.4681 8.9840 -33.5839 0.6525 0.3266 0.9374 0.000
C -1.9100 10.2248 -25.5542 -0.4347 -0.0364 0.9348 0.013
H 2.9595 4.8406 -21.0713 0.0130 -0.1679 -0.0402 0.000
H 1.5642 2.6352 -29.1285 0.4170 -0.1389 0.0469 -0.009
H 7.3492 9.3773 -30.0915 0.2782 -0.2945 0.5379 -0.003
H 3.7992 7.3512 -28.2570 0.5212 -0.2495 -0.0143 0.071
H 0.1400 7.5700 -33.8812 -0.4185 -0.0224 0.2955 -0.001
H 3.1317 6.8437 -32.2375 0.0282 -0.5362 0.0384 0.004
O 0.1133 6.0026 -21.0549 1.5827 -0.4985 -0.2690 -0.003
O -1.4628 7.4159 -20.4814 -0.9201 -0.7479 1.2050 0.000
H -0.7613 9.7764 -27.3874 -0.0752 -0.0837 0.2597 0.013
H 0.6073 7.7248 -23.9105 -0.7085 0.1225 0.1416 0.015
C -0.8560 8.0928 -21.5650 1.9823 -1.1090 -0.0893 -0.005
H -2.4101 10.4274 -27.5814 0.2607 -0.1422 -0.3603 -0.002
O -1.2382 6.6165 -26.9369 1.5745 -1.5369 -1.4442 0.000
O 3.0874 10.4072 -27.3653 0.6312 4.1342 -0.5762 0.196
H 2.9250 8.5490 -25.2167 0.3995 -0.1507 0.1665 0.066
H 2.8469 6.6305 -33.9286 -0.2150 0.1944 -0.1242 0.001
C 0.4564 8.4845 -33.3798 -0.2807 0.5498 -0.7192 0.006
C 5.9116 12.1522 -25.3039 -0.1038 0.9198 0.0516 0.031
C 7.6045 8.5685 -30.7762 0.0169 1.1756 0.7185 0.016
H 2.0462 12.5821 -29.3743 0.1829 -0.0450 0.2183 0.033
O 6.7393 6.7862 -23.0573 -1.8908 -0.3757 -0.2621 0.006
C -0.8866 6.1841 -20.2139 -0.8001 0.9606 -0.0320 0.000
H 0.3488 4.8109 -30.2381 -0.1472 0.3479 -0.2353 -0.006
S -1.2199 11.5712 -24.4520 1.6071 0.8796 -1.8331 0.000
C 5.3450 4.4851 -23.4272 1.1096 0.4684 0.1048 0.050
C 4.0405 4.0182 -22.8630 -1.0099 1.6546 1.2233 0.017
H 5.7265 4.1372 -24.3872 -0.5024 0.2354 -0.1990 -0.021
H 3.3395 10.6780 -30.6607 0.2134 -0.1749 -0.0914 0.000
C 4.3200 11.0911 -30.4241 -0.6049 0.8399 1.5052 -0.002
H 1.2176 7.8034 -21.4262 0.5450 -0.8724 0.6498 0.010
H 4.3906 12.4699 -28.7273 0.4080 0.0229 -0.1429 0.014
H 2.4853 12.9580 -31.0196 -0.0431 0.0768 -0.2351 -0.001
C 4.1699 12.4994 -29.7944 -0.7952 -0.2265 0.6750 -0.018
O 5.1088 13.3079 -30.5198 0.4997 -1.3078 -0.5728 -0.001
H 4.8860 10.4234 -29.7745 -0.0460 0.0930 -0.0948 0.003
H -2.9898 10.2400 -25.4060 -0.0629 0.3204 -0.1381 0.002
O 4.6390 6.8827 -24.4861 0.3709 -0.1534 0.5654 0.049
C 7.9621 8.1034 -33.0756 0.1572 -0.8851 -1.2196 0.009
H 2.0357 7.5361 -26.4533 0.4842 -0.7081 0.4467 0.005
O 5.0501 11.3657 -31.5898 0.1648 -1.5891 -1.3103 0.004
H 1.6199 6.4816 -23.4540 0.0852 -0.4409 0.1595 -0.003
H 3.9552 2.9645 -22.5972 0.2946 0.0510 -0.1847 -0.003
O -0.3402 8.8160 -32.2460 1.7597 -0.1588 1.5654 -0.014
H -1.7573 12.6308 -27.1126 -0.1026 0.1279 -0.4648 0.002
H 6.4898 13.0400 -25.5601 0.1678 -0.0279 0.2773 0.002
O -2.1855 12.6318 -24.1115 0.7458 -1.7179 -0.3043 0.000
H -0.0570 2.7037 -28.6921 -0.4379 0.7955 0.1004 0.002
H -1.6142 9.2360 -25.2036 0.4722 0.2268 0.2356 -0.006
H 5.7682 9.0697 -26.7199 0.2929 -0.5412 0.3835 0.003
C 0.6152 6.8542 -23.2547 0.7303 -0.6091 0.3574 -0.010
H 8.9846 7.7362 -32.9875 -0.2761 -0.9098 0.0102 0.002
H 1.0993 2.4437 -27.4446 0.2873 0.5514 0.2105 -0.001
O -1.2152 5.3849 -19.3894 -0.2622 0.7892 -0.2833 0.000
H 4.8674 12.4646 -25.3172 -0.2767 -0.2751 -0.7501 0.005
O 6.7933 11.2328 -27.3403 -0.3060 0.0524 0.8323 0.000
H 8.8649 9.7096 -32.2261 0.1588 0.1144 0.7891 -0.002
C -0.4336 6.0042 -27.6231 -0.8315 1.9560 0.6520 0.012
H 4.7033 4.5858 -20.8477 -0.1210 -0.3658 0.0943 -0.002
O 0.1959 9.2412 -30.0024 0.8973 -0.7130 -2.6066 0.011
H 4.6961 9.7794 -25.5678 0.0975 -0.0354 0.3736 0.027
H -0.3664 11.9752 -28.0532 0.1476 0.3502 0.2135 -0.007
H 7.8853 8.4415 -34.1090 -0.6839 -0.4479 -0.0833 -0.003
S 6.7630 6.7978 -32.4787 2.5550 -0.8837 0.3550 0.004
H 2.7789 14.1617 -29.7772 0.0833 -0.0480 0.1590 0.001



For the records above, the corresponding molecular weight values read 88.11, 680.00, 362.86, 885.04 g/mol.